Entry 1
Entry from the OMol25 dataset: one molecule with the formula C3H6N2O2 (the ωB97M-V functional and the def2-TZVPD basis).

Properties
Highest occupied orbital energy, eV: -9.849
SMILES: NC(=O)CNC=O
Gap between HOMO and LUMO, eV: 10.43
LUMO, Eh: 0.02122

Geometry (Å):
C -1.968 -0.317 0.583
N -0.865 -1.053 0.239
C 0.114 -0.509 -0.699
C 1.269 0.129 0.065
N 1.483 1.463 -0.127
O 1.950 -0.585 0.773
O -2.797 -0.643 1.395
H -2.101 0.593 -0.029
H -0.483 -1.640 0.969
H 0.499 -1.332 -1.296
H -0.441 0.185 -1.332
H 2.152 1.902 0.482
H 1.191 1.808 -1.024



Entry 2
Entry from the OMol25 dataset: a 2-piece molecular cluster, C3H6N2O2 overall (the ωB97M-V functional and the def2-TZVPD basis).

Properties
Highest occupied orbital energy (spin up / spin down), eV: -6.865 / -6.866
Gap between HOMO and LUMO (spin up / spin down), eV: 7.35 / 7.35
LUMO (spin up / spin down), Eh: 0.01795 / 0.01795

Geometry (Å):
C -1.455 -0.699 -2.371
C 0.592 -0.566 -0.303
C 0.853 -0.084 2.018
N 0.487 0.211 0.753
N 0.033 1.567 0.448
O -1.344 0.445 -2.498
O -1.594 -1.800 -2.091
H 0.811 -1.539 -0.106
H 0.398 -0.080 -1.283
H 1.279 -1.102 2.267
H 0.666 0.466 2.892
H 0.172 1.543 -0.568
H -0.897 1.638 0.843



Most stable of them? entry 1.



Entry 1
Entry from the OMol25 dataset: one molecule with the formula C3H6N2O2 (the ωB97M-V functional and the def2-TZVPD basis).

Properties
Highest occupied orbital energy, eV: -9.759
SMILES: [H]/N=C/OCC(N)=O
Gap between HOMO and LUMO, eV: 10.63
LUMO, Eh: 0.03186

Geometry (Å):
N 1.601 -0.604 -0.699
C 1.332 -0.039 0.513
O 1.901 -0.330 1.547
C 0.278 1.076 0.475
O -0.974 0.630 1.007
C -1.730 -0.126 0.208
N -1.385 -0.494 -0.956
H 2.193 -1.423 -0.672
H 0.843 -0.607 -1.372
H 0.126 1.466 -0.536
H 0.605 1.866 1.151
H -2.669 -0.363 0.714
H -2.122 -1.052 -1.378



Entry 2
Entry from the OMol25 dataset: one molecule with the formula C3H6N2O2 (the ωB97M-V functional and the def2-TZVPD basis).

Properties
Highest occupied orbital energy, eV: -9.026
Gap between HOMO and LUMO, eV: 9.79
LUMO, Eh: 0.02804

Geometry (Å):
N 1.088 0.735 1.038
C 0.277 1.342 0.137
O 0.520 2.411 -0.393
C -1.001 0.587 -0.229
O -1.243 -0.590 0.544
C -0.698 -1.798 0.295
N 0.160 -1.803 -0.729
H 1.894 1.251 1.356
H 0.784 -0.078 1.551
H -0.998 0.389 -1.308
H -1.844 1.252 -0.031
H 0.597 -2.685 -0.939
H 0.463 -1.013 -1.292



Most stable of them? entry 1.



Entry 1
Entry from the OMol25 dataset: one molecule with the formula C3H6N2O2 (the ωB97M-V functional and the def2-TZVPD basis).

Properties
Highest occupied orbital energy (spin up / spin down), eV: -8.542 / -8.076
SMILES: C/N=C\C(O)=N/O
Gap between HOMO and LUMO (spin up / spin down), eV: 7.74 / 7.33
LUMO (spin up / spin down), Eh: -0.02931 / -0.02739

Geometry (Å):
C 1.411 -0.342 1.039
C -0.670 0.488 -0.824
C 0.656 0.089 -1.209
O -1.339 -0.938 0.965
O -1.257 1.535 -1.426
N -1.383 -0.519 -0.350
N 1.197 -0.750 -0.333
H -1.836 -0.309 1.520
H -2.220 1.428 -1.368
H 0.961 0.085 -2.258
H 0.838 0.539 1.354
H 2.474 -0.129 1.191
H 1.166 -1.178 1.699



Entry 2
Entry from the OMol25 dataset: one molecule with the formula C3H6N2O2 (the ωB97M-V functional and the def2-TZVPD basis).

Properties
Highest occupied orbital energy, eV: -9.865
SMILES: [H]/N=C/OCC(N)=O
Gap between HOMO and LUMO, eV: 10.65
LUMO, Eh: 0.02879

Geometry (Å):
N -1.640 0.518 -0.218
C -1.077 -0.627 0.312
O -1.597 -1.722 0.275
C 0.054 -0.342 1.310
O 1.322 0.215 0.939
C 1.724 0.360 -0.321
N 1.008 0.141 -1.341
H -2.520 0.342 -0.681
H -0.989 1.055 -0.779
H 0.261 -1.254 1.872
H -0.406 0.410 1.955
H 2.758 0.715 -0.314
H 1.537 0.318 -2.190



Most stable of them? entry 2.



Entry 1
Entry from the OMol25 dataset: C3H13N4 as an isolated structure (the ωB97M-V functional and the def2-TZVPD basis).

Properties
Highest occupied orbital energy, eV: -13.620
Charge: +1
Gap between HOMO and LUMO, eV: 10.82
LUMO, Eh: -0.10292

Geometry (Å):
N -0.349 0.797 -1.403
C 0.214 0.441 -2.519
N 0.991 -0.620 -2.679
H -0.402 0.184 -0.336
H -0.867 1.653 -1.555
H 0.032 1.021 -3.417
H 1.414 -0.780 -3.577
H 1.276 -1.236 -1.937
C -1.645 0.297 1.551
N -0.663 -0.504 0.789
C 0.616 -0.745 1.545
N 1.582 0.307 1.491
H -2.596 0.303 1.021
H -1.789 -0.120 2.547
H -1.292 1.325 1.628
H -1.066 -1.426 0.636
H 1.033 -1.675 1.158
H 0.368 -0.926 2.595
H 1.877 0.531 0.546
H 1.266 1.170 1.916



Entry 2
Entry from the OMol25 dataset: a 3-piece molecular cluster, C3H13N4 overall (the ωB97M-V functional and the def2-TZVPD basis).

Properties
Highest occupied orbital energy, eV: -12.878
Charge: +1
Gap between HOMO and LUMO, eV: 10.07
LUMO, Eh: -0.10302

Geometry (Å):
C 3.147 1.774 1.281
C -1.590 0.072 0.564
C 1.840 1.781 0.517
N -2.266 -0.989 0.326
N -1.264 0.885 -0.404
N 1.085 0.780 0.498
N -1.497 -2.961 -2.083
H 3.906 2.278 0.627
H 2.818 2.438 2.170
H 3.427 0.834 1.855
H -1.275 0.364 1.559
H -2.726 -1.520 1.079
H -2.488 -1.192 -0.668
H -1.287 0.789 -1.426
H 1.673 2.746 0.052
H 1.537 -0.017 0.910
H -0.943 1.878 -0.154
H -2.230 -3.650 -2.240
H -0.963 -2.791 -2.975
H -0.905 -3.498 -1.490



Most stable of them? entry 1.



Entry 1
Entry from the OMol25 dataset: one molecule with the formula C5H9N3O (the ωB97M-V functional and the def2-TZVPD basis).

Properties
Highest occupied orbital energy, eV: -7.247
SMILES: [H]/N=C/[C@H](N)[C@@]1(N)C=C1O
Gap between HOMO and LUMO, eV: 6.99
LUMO, Eh: -0.00941

Geometry (Å):
C 0.483 0.087 1.478
C 0.766 0.738 -0.166
N 2.000 0.314 -0.664
N -0.424 -0.638 -1.851
C 0.696 1.401 1.135
C -1.393 -0.387 0.604
C -0.524 0.277 -0.760
O 1.162 -1.036 1.630
N -2.503 0.182 0.854
H 2.125 -0.833 1.525
H 2.610 1.099 -0.854
H 1.944 -0.283 -1.481
H -1.312 -0.794 -2.309
H -0.059 -1.539 -1.561
H -3.174 -0.426 1.319
H -0.004 2.185 1.368
H -1.220 -1.468 0.715
H -1.171 1.122 -0.982



Entry 2
Entry from the OMol25 dataset: a 2-piece molecular cluster, C5H9N3O overall (the ωB97M-V functional and the def2-TZVPD basis).

Properties
Highest occupied orbital energy (spin up / spin down), eV: -7.531 / -7.509
Gap between HOMO and LUMO (spin up / spin down), eV: 7.74 / 8.11
LUMO (spin up / spin down), Eh: 0.00750 / 0.02213

Geometry (Å):
C -1.188 -1.193 -2.745
C -1.748 -0.683 -1.592
C 1.046 -0.825 2.743
C 1.083 2.082 -0.180
C -0.706 0.614 0.165
N 0.036 -0.580 -2.952
N 0.309 0.124 -1.956
N -0.712 0.102 -1.126
O 0.074 1.635 0.400
H -1.335 -1.983 -3.457
H -2.572 -0.900 -0.957
H 0.833 -1.854 2.513
H 1.775 -0.373 2.097
H 1.544 -0.828 3.802
H 0.143 -0.263 2.960
H 1.437 2.922 0.372
H 1.683 1.505 -0.828
H -1.702 0.500 0.740



Entry 3
Entry from the OMol25 dataset: one molecule with the formula C5H9N3O (the ωB97M-V functional and the def2-TZVPD basis).

Properties
Highest occupied orbital energy, eV: -9.224
SMILES: [H]/N=C(\N)N(C)C(=O)C=C
Gap between HOMO and LUMO, eV: 9.95
LUMO, Eh: 0.02675

Geometry (Å):
C 1.551 -0.822 0.022
N 0.449 0.109 0.189
C -0.838 -0.174 -0.096
C 0.873 1.508 0.469
N -0.092 2.385 0.840
C -1.104 -1.657 -0.463
C -2.287 -2.032 -0.932
N 2.122 1.733 0.429
O -1.777 0.602 -0.054
H -1.051 2.151 0.613
H 0.161 3.357 0.916
H 2.385 2.688 0.649
H -0.341 -2.400 -0.294
H 2.457 -0.264 0.255
H 1.613 -1.184 -1.004
H 1.444 -1.658 0.713
H -3.045 -1.281 -1.101
H -2.521 -3.061 -1.152



Most stable of them? entry 3.